35
Properties=species:S:1:pos:R:3:forces:R:3 method="wB97M-V/def2-TZVPD" total_charge=0 e_lumo_ev="-2.20 / -1.31" homo_energy_ev="-8.62 / -8.60" e_tot_ha=-4639.9641 homo_lumo_gap_ev="6.4 / 7.3" relative_energy_kcal_mol=21.1 multiplicity=5
Mn -0.0223 0.0070 -0.0389 0.563 0.267 1.574
C 4.1148 0.0118 0.5615 -0.131 0.005 -0.187
C 2.6825 0.0374 1.0153 0.045 -0.028 0.600
O 1.8266 0.0792 0.0853 0.447 0.109 -0.638
C 2.3529 0.0116 2.3951 -0.443 0.004 -0.164
C 3.3871 -0.0235 3.3676 0.142 -0.015 0.171
C 3.1194 -0.0418 4.7014 0.174 0.003 0.013
C 1.7769 -0.0352 5.1388 -0.185 -0.003 -0.146
C 0.7471 -0.0064 4.2470 -0.004 0.015 0.038
C 0.9781 0.0260 2.8393 0.287 0.000 -0.029
O -0.0316 0.0735 2.0593 -0.228 -0.121 -0.856
H 4.1397 0.0168 -0.5248 0.007 0.002 0.016
H 4.6065 -0.8885 0.9281 0.028 0.015 0.015
H 4.6499 0.8825 0.9388 0.018 -0.013 0.028
H 4.4194 -0.0380 3.0442 -0.030 0.010 -0.013
H 3.9221 -0.0638 5.4253 0.013 -0.010 -0.033
H 1.5585 -0.0570 6.1994 0.019 -0.001 0.003
H -0.2858 -0.0079 4.5683 0.006 0.006 0.006
Cl -5.3261 4.6032 0.0190 -0.055 0.027 0.013
C -3.8071 3.8103 -0.0467 0.119 -0.082 -0.011
C -3.7530 2.4199 -0.1174 -0.078 0.063 -0.009
Cl -5.1793 1.4721 -0.1161 -0.042 -0.086 -0.036
C -2.5165 1.8103 -0.1805 0.458 0.509 0.062
Cl -2.3142 0.0893 -0.3036 -0.894 -0.427 -0.120
C -1.3052 2.5122 -0.1525 -0.602 -0.142 0.029
O -0.1708 1.8633 -0.2106 0.534 -0.206 -0.215
C -1.3787 3.9096 -0.0747 -0.035 -0.088 0.012
Cl 0.0873 4.7928 -0.0331 0.086 0.013 -0.010
C -2.6159 4.5455 -0.0305 -0.042 -0.146 -0.016
Cl -2.6846 6.2541 0.0468 0.017 0.088 0.016
F 0.0210 -1.8005 -0.3047 -0.202 0.262 -0.195
B -0.0100 -3.6555 -0.0624 0.031 0.059 0.108
F -1.1005 -3.9174 -0.7947 0.058 -0.007 0.047
F 1.1884 -3.9327 -0.5911 -0.085 -0.014 0.036
F -0.1281 -3.6632 1.2724 0.005 -0.067 -0.111



28
Properties=species:S:1:pos:R:3:forces:R:3 method="wB97M-V/def2-TZVPD" total_charge=0 e_lumo_ev=0.04 homo_energy_ev=-9.03 e_tot_ha=-1502.6061 homo_lumo_gap_ev=9.1 relative_energy_kcal_mol=33.6
F 2.8242 2.0771 -0.9892 0.146 -1.710 -0.375
F 2.1832 1.3027 -2.9078 0.691 -0.377 0.753
F 4.0652 0.5792 -2.0368 0.157 0.421 0.037
Cl -2.4695 -5.4500 1.9072 1.245 0.421 -0.151
N 1.9347 -2.4099 -0.3273 -0.080 0.566 0.056
O -0.3973 -3.8209 1.0384 -0.394 0.048 0.758
O 2.8137 -1.4774 -1.0414 -2.827 -0.071 0.700
C 0.7971 -1.8113 0.0544 5.492 1.659 -3.159
C -1.6927 -3.9442 1.5295 -0.478 0.451 -1.124
C -2.4033 -2.7915 1.4184 0.105 0.950 0.164
C -1.4036 -1.8338 0.9226 -2.416 2.074 0.012
C -0.2460 -2.4671 0.7368 -1.835 -1.067 0.310
C 0.9173 -0.3929 -0.4846 -0.407 -0.560 0.589
C 2.0957 -0.3112 -1.1558 0.496 -0.382 1.576
C -1.2927 3.2965 0.3498 0.980 -1.528 -2.039
C -1.1201 2.7624 -0.9373 0.075 -0.201 -1.110
C -0.5949 2.5718 1.3142 -0.757 1.189 1.963
C -0.5122 1.5067 -1.2661 -0.183 1.724 0.846
C 0.0342 1.3522 1.0876 1.073 0.111 -0.238
C 0.0917 0.8071 -0.2234 -0.531 0.200 0.310
C 2.8273 0.9328 -1.7464 -1.533 -0.039 -0.484
H -3.5115 -2.6570 1.6601 2.062 -0.148 -0.395
H -1.5085 -0.7263 0.6128 -0.228 -2.189 0.870
H -1.8347 4.2441 0.4548 0.543 -0.480 0.379
H -1.3244 3.3979 -1.7979 -0.597 -0.184 0.121
H -0.5745 3.1177 2.2912 0.275 -1.185 -0.523
H -0.4021 1.2391 -2.3294 -0.093 -0.045 0.783
H 0.7039 0.9061 1.8656 -0.981 0.351 -0.631



30
Properties=species:S:1:pos:R:3:forces:R:3 method="wB97M-V/def2-TZVPD" total_charge=+2 e_lumo_ev="-11.61 / -11.61" homo_energy_ev="-15.16 / -15.16" e_tot_ha=-1154.9387 homo_lumo_gap_ev="3.6 / 3.6"
Ta 0.5854 0.6595 0.0005 -2.464 4.807 0.012
O 4.0936 5.7250 -0.0001 -1.275 -2.605 0.000
C 3.4001 4.7243 -0.0001 0.736 3.811 0.000
C 1.8315 4.7290 -0.0001 -0.408 4.716 0.000
O 1.0340 5.6894 -0.0001 2.581 -3.571 0.000
C 1.6106 3.3260 -0.0001 -1.436 -1.604 0.000
C 2.7076 2.5031 -0.0001 -2.513 -0.077 0.002
O 2.4626 1.1909 -0.0001 -1.324 -0.187 -0.005
C 3.8503 3.2656 -0.0001 7.132 0.502 0.000
O 5.0409 2.9030 -0.0001 -3.102 0.717 0.000
O 0.4370 2.7642 -0.0001 -0.294 -3.424 -0.003
O -1.3820 0.6676 -0.0001 3.800 0.555 -0.004
C -2.1814 -0.4050 -0.0001 -2.148 -0.628 0.001
C -3.5720 -0.1169 -0.0001 1.666 -0.496 0.003
C -4.4821 -1.1430 0.0005 -0.083 -1.095 -0.005
C -4.0094 -2.4825 0.0005 0.284 1.778 -0.004
C -2.6607 -2.7283 -0.0001 0.375 -0.908 0.005
C -1.6673 -1.7225 -0.0001 -0.884 0.700 0.000
C -0.2610 -2.0465 -0.0001 0.350 -4.201 0.004
N 0.8742 -1.2575 0.0005 0.480 -1.969 -0.009
C 2.0178 -2.1118 -0.0001 1.726 0.685 0.003
C 1.6181 -3.3814 -0.0001 -0.707 -1.095 -0.001
N 0.2031 -3.3723 -0.0001 0.050 2.167 -0.001
H -3.8590 0.9151 -0.0001 -0.130 0.358 -0.001
H -5.5496 -0.9255 -0.0001 0.256 -0.115 0.002
H -4.6791 -3.2992 -0.0001 -0.647 -0.657 0.002
H -2.3879 -3.7809 0.0005 0.120 0.179 -0.002
H 3.0768 -1.7242 -0.0001 -1.588 -0.276 0.000
H 2.2084 -4.3326 -0.0001 -0.747 1.143 0.000
H -0.3603 -4.2326 -0.0001 0.193 0.788 0.000



33
Properties=species:S:1:pos:R:3:forces:R:3 method="wB97M-V/def2-TZVPD" total_charge=+1 e_lumo_ev="-5.27 / -5.61" homo_energy_ev="-12.66 / -13.51" e_tot_ha=-2048.3529 homo_lumo_gap_ev="7.4 / 7.9" relative_energy_kcal_mol=0.0 multiplicity=4
Re 0.7829 0.1364 -0.2065 -0.057 0.298 -0.082
O 5.8045 2.5575 2.2442 0.040 -0.009 -0.027
C 4.6876 2.0756 1.7246 -0.063 -0.040 0.034
C 3.4136 2.5809 2.0452 0.033 0.023 0.008
C 2.3289 1.9963 1.4530 -0.013 0.002 -0.021
N 2.4759 0.9653 0.6159 -0.004 -0.024 -0.016
C 3.6801 0.4987 0.2632 -0.016 0.045 -0.063
C 4.8211 1.0229 0.8001 0.038 0.020 -0.003
C 3.5593 -0.5744 -0.7981 0.076 -0.096 0.251
O 4.4866 -1.1573 -1.2589 -0.026 0.052 -0.081
O 2.2699 -0.7790 -1.1205 -0.044 0.007 -0.066
C 0.8788 2.4204 1.5747 0.152 0.019 0.141
O 0.4984 3.2647 2.3165 -0.028 -0.007 -0.056
O 0.1039 1.7207 0.7176 -0.069 -0.004 -0.097
H 5.6440 3.2801 2.8653 -0.014 0.015 0.008
H 3.2757 3.4166 2.7195 -0.014 0.001 -0.003
H 5.7960 0.6521 0.5158 -0.004 -0.007 -0.008
O -2.2677 0.6514 -3.1093 0.011 -0.028 -0.001
S -2.5242 0.5317 -1.7180 -0.006 0.030 -0.004
O -2.8984 1.6470 -0.9232 -0.004 -0.021 0.015
N -1.1321 -0.1930 -0.9898 -0.002 -0.043 0.071
C -1.4070 -1.3678 -0.4750 0.075 0.000 -0.018
S -0.0424 -2.0256 0.3333 -0.050 -0.266 0.026
C -2.7637 -1.8484 -0.6620 -0.064 -0.007 -0.014
C -3.3318 -3.0493 -0.2692 0.003 0.006 0.006
C -4.6650 -3.2664 -0.5880 -0.014 -0.016 0.002
C -5.4005 -2.3089 -1.2795 0.023 0.001 0.007
C -4.8297 -1.1007 -1.6770 -0.023 0.032 -0.023
C -3.5098 -0.8981 -1.3525 0.070 0.013 0.019
H -2.7557 -3.7934 0.2650 0.007 0.004 -0.003
H -5.1390 -4.1934 -0.2974 -0.003 0.002 0.000
H -6.4377 -2.5050 -1.5145 -0.003 0.004 -0.004
H -5.4023 -0.3575 -2.2145 -0.007 -0.004 0.000



29
Properties=species:S:1:pos:R:3:forces:R:3 method="wB97M-V/def2-TZVPD" total_charge=0 e_lumo_ev=-0.71 homo_energy_ev=-8.18 e_tot_ha=-1347.4232 homo_lumo_gap_ev=7.5 relative_energy_kcal_mol=25.3
Cl -1.3108 -0.3063 -2.0121 0.445 1.123 0.885
N -1.6805 1.9957 -0.8178 1.823 -3.445 -1.943
N 0.9217 -0.5252 1.7831 1.212 -1.393 0.452
N 0.6116 0.6565 2.3662 0.669 -0.066 0.256
N 0.5217 -1.6534 -0.2743 1.616 -3.497 -1.402
O 0.7611 -3.5835 -2.2372 -1.089 -2.733 -1.081
C -0.9571 0.9177 -0.7701 -1.873 -0.391 -0.069
C 0.5109 -0.5957 0.5272 0.364 0.449 3.951
C -0.0041 1.3382 1.4625 -1.250 0.453 -1.669
C 0.8857 -4.8311 -2.8772 1.802 0.138 0.934
C 1.8574 -5.6165 -2.2871 -1.365 0.747 -0.474
C 2.3004 -4.8553 -1.1749 0.765 1.503 2.195
C 1.5113 -3.7032 -1.1279 1.140 0.093 0.378
C 1.4186 -2.6156 -0.1386 -1.211 2.245 -1.385
C -2.1136 5.0390 1.0947 0.445 -1.078 -1.451
C -1.3810 4.7382 2.2451 0.778 -0.092 1.117
C -2.0685 4.1605 0.0230 0.746 -1.998 1.949
C -0.5831 3.5825 2.3301 -0.872 0.776 -0.695
C -1.4116 2.8567 0.1401 -0.321 4.582 2.426
C -0.6012 2.6243 1.2732 -0.519 1.258 1.797
N -0.1773 0.5484 0.3541 -1.306 0.654 -4.430
H 0.4589 -5.1471 -3.8068 -0.848 1.011 -0.241
H 2.0179 -6.6329 -2.6734 0.475 0.712 0.550
H 3.1560 -4.9115 -0.4205 -1.487 -0.673 -1.240
H 2.2106 -2.4705 0.5747 0.302 -0.473 0.496
H -2.7154 5.9123 0.9207 -0.043 0.395 0.591
H -1.4493 5.4279 3.1140 0.243 -0.606 -0.698
H -2.7099 4.2592 -0.8083 -0.413 0.340 -0.969
H 0.0193 3.3910 3.2175 -0.227 -0.033 -0.230



33
Properties=species:S:1:pos:R:3:forces:R:3 method="wB97M-V/def2-TZVPD" total_charge=0 e_lumo_ev=-0.84 homo_energy_ev=-8.83 e_tot_ha=-1926.5077 homo_lumo_gap_ev=8.0 relative_energy_kcal_mol=10.4
Sr 0.0908 -0.0430 0.3744 0.323 -0.285 0.075
O 1.3348 -4.3624 -0.9363 0.019 0.015 0.013
C 1.2696 -3.0702 -0.6392 -0.028 -0.062 0.029
O 0.5872 -2.6337 0.2649 0.010 -0.001 -0.099
C 2.1093 -2.1965 -1.5086 0.037 0.016 -0.074
C 2.9585 -2.6494 -2.4976 0.013 0.018 0.011
C 3.6817 -1.6911 -3.2064 0.010 -0.010 -0.003
C 3.5270 -0.3513 -2.9042 -0.001 0.001 -0.012
C 2.6370 0.0113 -1.8957 -0.035 -0.021 0.095
N 1.9550 -0.9049 -1.2245 -0.066 0.034 0.016
C 2.3944 1.4746 -1.4791 0.017 0.037 0.061
O 3.0546 2.3263 -2.0476 -0.024 -0.030 -0.014
O 1.5177 1.6091 -0.5590 -0.018 -0.019 -0.032
H 0.7470 -4.8368 -0.3278 -0.011 -0.006 0.010
H 3.0539 -3.7053 -2.7033 0.001 0.002 -0.004
H 4.3629 -2.0009 -3.9877 -0.001 0.005 -0.002
H 4.0660 0.4321 -3.4176 0.001 -0.001 -0.004
O -2.9973 -1.3784 3.6393 -0.029 -0.036 0.086
S -2.2406 -0.6815 2.6578 0.380 0.105 -0.200
O -0.7764 -0.6422 2.8018 -0.204 -0.108 0.140
N -2.4950 -1.1773 1.1217 -0.082 0.061 -0.017
C -2.6577 -0.1462 0.3072 0.148 -0.027 0.189
S -2.4290 -0.2299 -1.3530 -0.112 0.099 -0.184
C -2.7211 1.1763 1.0278 0.009 0.043 0.257
C -2.6250 2.4505 0.5054 0.064 0.255 -0.070
C -2.5517 3.5352 1.3693 -0.088 -0.005 0.176
C -2.5745 3.3536 2.7487 -0.002 -0.116 0.026
C -2.5914 2.0698 3.2913 -0.016 0.042 -0.126
C -2.6500 1.0149 2.4034 -0.104 0.025 0.087
H -2.5280 2.5993 -0.5518 -0.194 -0.035 -0.422
H -2.4586 4.5328 0.9625 -0.021 0.003 0.001
H -2.5277 4.2116 3.4059 0.007 -0.002 -0.003
H -2.5233 1.9036 4.3579 -0.001 0.003 -0.006



35
Properties=species:S:1:pos:R:3:forces:R:3 method="wB97M-V/def2-TZVPD" total_charge=+2 e_lumo_ev="-7.28 / -11.80" homo_energy_ev="-17.01 / -15.92" e_tot_ha=-2272.8742 homo_lumo_gap_ev="9.7 / 4.1" relative_energy_kcal_mol=40.2 multiplicity=6
Ir -0.0632 1.2899 -1.0051 0.681 -1.040 0.989
O -3.5136 1.1634 1.6790 -1.677 -0.094 0.977
C -2.4798 1.2110 1.0888 2.979 0.187 -0.653
O -2.1558 1.2212 -0.1103 -0.115 0.026 -0.909
C -1.1709 1.2540 2.0445 -0.613 0.015 0.660
C -1.2247 1.2951 3.4247 -0.030 0.013 -0.214
C -0.0093 1.2969 4.1042 0.159 0.031 0.160
C 1.1907 1.2520 3.4007 -0.223 0.013 -0.043
C 1.1070 1.2150 2.0216 0.342 0.005 -0.164
N -0.0391 1.2177 1.3805 0.029 -0.038 -0.626
C 2.3867 1.1332 1.0391 -1.399 0.188 1.303
O 3.4368 1.0449 1.5980 0.718 -0.077 0.136
O 2.0450 1.1630 -0.1576 -0.776 0.060 -1.965
H -2.1747 1.3361 3.9398 0.018 -0.050 0.005
H 0.0043 1.3294 5.1869 -0.031 0.020 -0.024
H 2.1545 1.2576 3.8919 0.002 -0.046 -0.039
Cl 1.6043 5.1895 -1.6459 -0.642 -0.288 -0.211
C 0.0164 4.7462 -2.2987 0.537 1.798 0.844
Cl -0.0622 3.0265 -2.7139 -0.189 -1.040 -0.605
H -0.1552 5.3036 -3.2280 0.026 -0.454 0.159
H -0.7594 4.9713 -1.5603 0.195 -0.212 -0.252
F -0.3809 -5.2505 -0.0459 -0.077 0.108 0.081
C 0.0433 -5.0319 -1.2964 -0.045 0.063 0.115
F 1.2648 -5.5322 -1.4062 0.232 0.056 -0.118
F -0.7645 -5.6773 -2.1260 -0.149 0.001 -0.193
C 0.0157 -3.5279 -1.5683 0.066 -0.197 0.076
C -1.2105 -2.8734 -1.6055 0.183 0.365 -0.127
C -1.2069 -1.4910 -1.7111 -0.800 -0.890 0.098
N -0.0674 -0.8047 -1.7647 -0.008 1.830 0.388
C 1.1047 -1.4302 -1.8253 0.806 -0.704 -0.060
C 1.1929 -2.8102 -1.7267 -0.216 0.218 -0.053
H -2.1415 -3.4194 -1.5452 -0.026 0.024 0.007
H -2.1374 -0.9368 -1.7474 0.096 0.042 0.106
H 1.9965 -0.8291 -1.9550 -0.066 0.051 0.158
H 2.1542 -3.3026 -1.7546 0.011 0.015 -0.004